# 1
The following is a quantum chemistry calculation of a cluster of 12 separate species, C79H188N12O20 in total at a distorted geometry, from OMol25.

- total charge = +1
- multiplicity = 2
- LUMO level (alpha / beta) (eV) = -1.947 / -6.421
- orbital gap (alpha / beta) (eV) = 7.692 / 3.218
- highest occupied orbital energy (alpha / beta) (Ha) = -0.35421 / -0.35421

Structure (XYZ):
```
299
C79H188N12O20, DFT ωB97M-V/def2-TZVPD
C 0.677 -0.826 3.950
C 0.631 0.219 2.731
C 1.467 -0.232 1.480
C 1.095 0.256 0.168
C -0.490 0.169 -0.090
C -1.295 0.773 1.070
N -0.787 0.343 2.395
O -1.600 0.733 3.427
C -1.134 2.315 0.806
C -2.767 0.243 0.870
C 1.092 1.607 3.268
H 0.433 -1.766 3.456
H -0.002 -0.516 4.743
H 1.689 -0.930 4.343
H 2.493 0.116 1.593
H 1.446 -1.318 1.579
H 1.513 -0.429 -0.569
H 1.572 1.198 -0.102
H -0.713 -0.897 -0.122
H -0.922 0.660 -0.962
H -0.076 2.563 0.716
H -1.644 2.665 -0.092
H -1.620 2.831 1.634
H -3.472 0.380 1.690
H -3.308 0.774 0.087
H -2.772 -0.812 0.596
H 2.174 1.615 3.397
H 0.831 1.828 4.303
H 0.833 2.457 2.636
H -2.145 -0.056 3.449
C 3.510 -4.928 -2.431
C 4.604 -4.297 -1.497
C 4.977 -5.362 -0.401
C 5.814 -6.519 -0.904
C 7.190 -6.025 -1.386
C 6.901 -4.983 -2.562
N 5.837 -3.982 -2.277
O 5.599 -2.968 -3.199
C 8.119 -4.067 -2.769
C 6.673 -5.758 -3.878
C 3.990 -3.061 -0.824
H 2.991 -4.200 -3.055
H 2.886 -5.679 -1.948
H 4.173 -5.463 -3.111
H 5.352 -4.979 0.548
H 4.075 -5.791 0.035
H 5.287 -7.076 -1.679
H 6.037 -7.354 -0.239
H 7.719 -6.864 -1.839
H 7.803 -5.663 -0.561
H 8.170 -3.289 -2.008
H 9.021 -4.669 -2.659
H 7.991 -3.460 -3.665
H 6.098 -6.683 -3.839
H 6.024 -5.201 -4.554
H 7.639 -5.872 -4.370
H 3.104 -3.526 -0.393
H 3.558 -2.250 -1.410
H 4.646 -2.618 -0.075
H 5.166 -3.411 -3.933
C -4.083 6.039 -3.046
C -4.407 4.528 -2.767
C -5.006 4.427 -1.427
C -6.452 4.856 -1.468
C -7.157 3.862 -2.389
C -6.693 4.146 -3.836
N -5.204 4.019 -3.879
O -4.714 4.134 -5.158
C -7.324 3.116 -4.807
C -7.248 5.483 -4.377
C -3.140 3.645 -2.810
H -3.880 6.627 -2.150
H -4.904 6.473 -3.617
H -3.237 6.077 -3.732
H -4.683 3.556 -0.856
H -4.635 5.147 -0.698
H -6.625 5.889 -1.772
H -6.973 4.959 -0.517
H -8.247 3.877 -2.368
H -6.788 2.939 -1.942
H -7.293 2.064 -4.525
H -8.409 3.199 -4.862
H -6.846 3.295 -5.770
H -7.023 6.259 -3.646
H -6.973 5.842 -5.369
H -8.333 5.566 -4.313
H -3.385 2.615 -2.553
H -2.481 3.770 -1.951
H -2.543 3.587 -3.721
H -4.531 3.222 -5.396
C 0.477 4.548 -1.873
O 0.951 5.439 -2.876
C 0.755 6.858 -2.534
C -0.668 7.365 -2.715
N -0.563 8.794 -2.766
C -1.880 9.464 -2.697
C -1.836 11.051 -2.890
O -3.186 11.559 -2.723
C -3.289 12.869 -3.111
H -0.582 4.693 -1.661
H 0.953 4.658 -0.898
H 0.353 3.518 -2.207
H 1.561 7.215 -3.176
H 1.102 7.106 -1.531
H -1.357 7.035 -1.938
H -1.088 7.019 -3.660
H 0.119 9.119 -2.096
H -2.414 9.312 -1.759
H -2.492 9.124 -3.532
H -1.476 11.390 -3.862
H -1.107 11.429 -2.173
H -2.890 13.497 -2.315
H -4.350 13.101 -3.023
H -2.996 13.062 -4.143
C 2.669 0.644 -10.893
O 2.375 -0.747 -11.380
C 1.253 -1.406 -10.896
C 1.305 -2.028 -9.461
N 1.028 -1.036 -8.347
C 1.378 -1.632 -7.022
C 1.169 -0.650 -5.915
O 0.742 -1.485 -4.874
C 0.446 -0.973 -3.565
H 3.697 0.996 -10.992
H 2.571 0.700 -9.809
H 1.913 1.284 -11.346
H 0.987 -2.265 -11.513
H 0.386 -0.749 -10.965
H 2.347 -2.337 -9.540
H 0.666 -2.911 -9.465
H 1.586 -0.232 -8.597
H 2.393 -2.028 -7.055
H 0.771 -2.465 -6.670
H 0.385 0.074 -6.139
H 2.113 -0.106 -5.902
H 0.350 -1.879 -2.968
H -0.438 -0.340 -3.491
H 1.330 -0.426 -3.237
C -0.485 -4.259 -1.311
O -1.429 -5.332 -1.266
C -0.972 -6.500 -2.031
C -2.134 -7.450 -2.266
N -3.150 -6.825 -3.096
C -4.068 -7.671 -3.862
C -3.320 -8.501 -4.973
O -4.138 -9.345 -5.782
C -5.103 -8.613 -6.527
H -0.836 -3.420 -0.710
H -0.208 -4.043 -2.343
H 0.453 -4.682 -0.952
H -0.216 -7.113 -1.541
H -0.539 -6.210 -2.989
H -2.532 -7.782 -1.308
H -1.740 -8.260 -2.879
H -3.633 -6.241 -2.429
H -4.744 -7.043 -4.441
H -4.750 -8.199 -3.195
H -2.662 -9.193 -4.448
H -2.682 -7.861 -5.582
H -5.683 -9.377 -7.044
H -4.677 -7.946 -7.277
H -5.896 -8.159 -5.933
C -4.560 -1.278 5.438
O -5.664 -0.424 5.948
C -5.252 0.958 5.826
C -5.422 1.576 4.459
N -6.643 2.416 4.351
C -6.728 3.136 3.138
C -7.377 2.229 2.011
O -6.658 1.134 1.724
C -7.100 0.298 0.684
H -3.550 -1.182 5.834
H -4.555 -1.036 4.375
H -4.779 -2.343 5.511
H -4.211 1.053 6.134
H -5.800 1.539 6.569
H -5.483 0.873 3.629
H -4.534 2.144 4.182
H -7.512 1.988 4.636
H -5.805 3.611 2.806
H -7.432 3.967 3.177
H -7.473 2.796 1.084
H -8.373 1.903 2.309
H -6.301 -0.413 0.474
H -7.179 0.924 -0.204
H -7.994 -0.313 0.815
C 12.055 5.439 0.691
O 10.843 5.118 1.461
C 11.153 4.219 2.542
C 9.989 3.430 3.085
N 9.431 2.421 2.113
C 8.562 1.425 2.811
C 7.347 1.894 3.516
O 6.485 0.786 3.898
C 5.276 0.714 3.058
H 12.019 6.355 0.100
H 12.198 4.661 -0.058
H 12.965 5.433 1.291
H 11.696 4.822 3.271
H 11.892 3.473 2.250
H 9.272 4.231 3.263
H 10.232 3.147 4.109
H 9.058 2.936 1.328
H 9.201 0.925 3.539
H 8.214 0.651 2.127
H 6.896 2.744 3.004
H 7.663 2.311 4.472
H 4.723 1.643 2.920
H 4.570 -0.064 3.350
H 5.535 0.510 2.020
C -2.041 4.608 4.224
O -1.405 5.779 4.761
C -0.211 6.082 4.016
C 0.389 7.465 4.671
N 0.610 7.206 6.098
C 0.642 8.325 7.016
C 2.063 9.072 6.745
O 2.192 10.314 7.404
C 3.338 11.137 6.983
H -1.333 3.785 4.330
H -2.367 4.684 3.187
H -2.917 4.381 4.832
H -0.525 6.245 2.985
H 0.604 5.365 4.115
H -0.440 8.156 4.519
H 1.281 7.850 4.177
H 0.030 6.470 6.474
H 0.513 8.118 8.078
H -0.237 8.954 6.879
H 2.226 9.110 5.668
H 2.941 8.480 7.005
H 3.724 10.869 5.999
H 4.196 10.897 7.611
H 3.063 12.192 6.985
C -3.692 -1.736 -1.675
O -4.174 -2.113 -3.003
C -4.148 -3.432 -3.428
C -5.003 -4.406 -2.560
N -4.264 -4.696 -1.347
C -5.082 -5.016 -0.159
C -4.145 -5.349 1.034
O -3.601 -4.202 1.586
C -2.574 -4.443 2.566
H -3.357 -0.704 -1.787
H -2.963 -2.384 -1.188
H -4.613 -1.750 -1.093
H -3.149 -3.860 -3.503
H -4.556 -3.374 -4.438
H -5.366 -5.235 -3.167
H -5.912 -3.992 -2.121
H -3.437 -4.126 -1.240
H -5.538 -5.994 -0.313
H -5.871 -4.319 0.123
H -3.342 -5.953 0.612
H -4.842 -5.876 1.685
H -3.043 -5.034 3.353
H -2.206 -3.480 2.920
H -1.667 -4.920 2.195
C 6.080 -2.737 5.196
O 4.670 -2.906 5.075
C 4.367 -4.024 4.286
C 3.162 -3.710 3.340
N 2.685 -5.004 2.917
C 1.344 -4.858 2.328
C 1.080 -6.307 1.699
O 1.973 -6.504 0.595
C 2.479 -7.904 0.393
H 6.440 -2.364 4.238
H 6.670 -3.543 5.630
H 6.287 -1.863 5.813
H 4.345 -4.972 4.823
H 5.099 -4.260 3.514
H 3.561 -3.133 2.505
H 2.440 -3.132 3.916
H 3.130 -5.347 2.078
H 1.316 -4.064 1.583
H 0.523 -4.526 2.963
H 0.067 -6.379 1.302
H 1.233 -7.058 2.474
H 1.764 -8.564 -0.098
H 2.817 -8.342 1.332
H 3.378 -7.735 -0.200
C -2.060 -4.429 7.341
C -0.829 -3.909 6.573
C 0.300 -5.000 6.621
O 0.295 -5.899 5.542
C 1.386 -6.823 5.776
N -1.184 -3.557 5.281
H -2.327 -5.459 7.104
H -2.901 -3.796 7.057
H -2.020 -4.354 8.427
H -0.475 -3.020 7.095
H 0.225 -5.553 7.558
H 1.204 -4.406 6.487
H 1.565 -7.550 4.983
H 1.319 -7.431 6.678
H 2.368 -6.351 5.783
H -1.342 -4.450 4.837
H -0.425 -3.091 4.804
```

Atomic partial charges in e from the Mulliken method, atoms 1 to 99: atom 1 (C): -1.60, atom 2 (C): 0.79, atom 3 (C): 1.02, atom 4 (C): -0.79, atom 5 (C): -1.00, atom 6 (C): 2.75, atom 7 (N): 1.14, atom 8 (O): 0.03, atom 9 (C): -1.42, atom 10 (C): -1.26, atom 11 (C): -1.41, atom 12 (H): -0.21, atom 13 (H): 0.69, atom 14 (H): 0.59, atom 15 (H): -0.07, atom 16 (H): -0.83, atom 17 (H): 0.31, atom 18 (H): 0.21, atom 19 (H): -0.40, atom 20 (H): 0.57, atom 21 (H): 0.31, atom 22 (H): -0.12, atom 23 (H): 0.27, atom 24 (H): 0.06, atom 25 (H): 0.01, atom 26 (H): 0.05, atom 27 (H): 0.27, atom 28 (H): 0.41, atom 29 (H): 0.34, atom 30 (H): 0.19, atom 31 (C): -1.47, atom 32 (C): 1.53, atom 33 (C): 0.76, atom 34 (C): -1.18, atom 35 (C): -1.41, atom 36 (C): 1.49, atom 37 (N): 0.16, atom 38 (O): -0.41, atom 39 (C): -1.92, atom 40 (C): -1.67, atom 41 (C): -1.79, atom 42 (H): 0.32, atom 43 (H): -0.05, atom 44 (H): 0.56, atom 45 (H): 0.59, atom 46 (H): -1.23, atom 47 (H): 0.48, atom 48 (H): 0.47, atom 49 (H): 0.51, atom 50 (H): 0.41, atom 51 (H): 0.43, atom 52 (H): 0.48, atom 53 (H): 0.39, atom 54 (H): 0.35, atom 55 (H): 0.30, atom 56 (H): 0.48, atom 57 (H): 0.19, atom 58 (H): 0.43, atom 59 (H): 0.55, atom 60 (H): 0.37, atom 61 (C): -1.61, atom 62 (C): 2.65, atom 63 (C): -1.40, atom 64 (C): -1.04, atom 65 (C): -1.20, atom 66 (C): 1.56, atom 67 (N): 0.33, atom 68 (O): -0.51, atom 69 (C): -1.99, atom 70 (C): -1.76, atom 71 (C): -2.08, atom 72 (H): 0.31, atom 73 (H): 0.20, atom 74 (H): 0.28, atom 75 (H): 0.12, atom 76 (H): 0.33, atom 77 (H): 0.56, atom 78 (H): 0.51, atom 79 (H): 0.51, atom 80 (H): 0.11, atom 81 (H): 0.34, atom 82 (H): 0.42, atom 83 (H): 0.50, atom 84 (H): 0.44, atom 85 (H): 0.32, atom 86 (H): 0.42, atom 87 (H): 0.70, atom 88 (H): -0.15, atom 89 (H): 0.59, atom 90 (H): 0.38, atom 91 (C): -0.58, atom 92 (O): -0.39, atom 93 (C): -0.90, atom 94 (C): 0.19, atom 95 (N): -0.31, atom 96 (C): -0.40, atom 97 (C): -0.63, atom 98 (O): -0.29, atom 99 (C): -0.77


# 2
The following is a quantum chemistry calculation of a structure of composition C39H31IN6O4ReS2 at a distorted geometry, from OMol25.

- total charge = +2
- multiplicity = 2
- LUMO level (alpha / beta) (eV) = -7.700 / -7.373
- orbital gap (alpha / beta) (eV) = 5.733 / 6.362
- highest occupied orbital energy (alpha / beta) (Ha) = -0.49365 / -0.50474

Structure (XYZ):
```
84
C39H31IN6O4ReS2, DFT ωB97M-V/def2-TZVPD
Re 0.501 -0.037 -0.063
C 0.695 -4.085 2.154
C -0.538 -3.268 2.413
N -1.481 -3.760 3.187
C -2.583 -3.024 3.442
C -2.821 -1.792 2.896
C -4.074 -1.033 3.268
O -3.791 0.241 3.849
C -1.828 -1.256 2.032
C -2.024 0.081 1.547
N -1.201 0.780 0.827
C -1.430 2.203 0.794
C -2.088 2.855 1.836
C -2.317 4.221 1.788
C -1.873 4.978 0.713
C -1.163 4.364 -0.309
C -0.952 3.000 -0.237
I 0.232 2.134 -1.741
C -0.666 -1.988 1.835
O 0.391 -1.573 1.105
H 0.600 -5.041 2.661
H 1.587 -3.571 2.515
H 0.833 -4.263 1.085
H -3.295 -3.465 4.130
H -4.670 -1.645 3.945
H -4.693 -0.835 2.393
H -3.398 0.103 4.718
H -2.924 0.580 1.882
H -2.391 2.298 2.715
H -2.838 4.695 2.609
H -2.054 6.044 0.674
H -0.785 4.942 -1.141
O 0.372 0.835 2.989
S 1.783 0.875 2.757
O 2.652 -0.144 3.245
N 1.926 0.823 1.031
C 3.243 0.800 0.464
C 4.369 1.404 0.961
C 5.597 1.343 0.267
C 5.705 0.674 -0.915
C 4.574 0.002 -1.437
C 4.612 -0.754 -2.624
C 3.489 -1.415 -3.050
C 2.323 -1.321 -2.291
N 2.243 -0.611 -1.170
C 3.363 0.062 -0.734
C 2.363 2.458 3.194
C 1.876 3.568 2.511
C 2.328 4.821 2.884
C 3.240 4.947 3.928
C 3.703 3.828 4.608
C 3.271 2.560 4.240
H 4.337 1.949 1.895
H 6.459 1.842 0.689
H 6.641 0.642 -1.458
H 5.534 -0.806 -3.192
H 3.487 -2.005 -3.955
H 1.428 -1.837 -2.607
H 1.153 3.452 1.709
H 1.972 5.701 2.366
H 3.588 5.930 4.217
H 4.405 3.939 5.423
H 3.628 1.672 4.745
S -3.565 -3.902 -3.824
C -2.525 -2.861 -2.836
C -2.767 -1.496 -2.711
C -1.933 -0.728 -1.933
N -0.869 -1.236 -1.278
C -0.652 -2.563 -1.375
C -1.450 -3.394 -2.131
C -3.363 -3.044 -5.380
C -4.344 -2.180 -5.837
C -4.132 -1.538 -7.052
N -3.043 -1.707 -7.799
C -2.122 -2.564 -7.350
C -2.233 -3.258 -6.154
H -3.608 -1.034 -3.211
H -2.125 0.328 -1.804
H 0.192 -2.950 -0.823
H -1.232 -4.453 -2.175
H -5.255 -2.018 -5.275
H -4.879 -0.855 -7.441
H -1.256 -2.708 -7.985
H -1.467 -3.957 -5.842
```

Now the Mulliken charges, all in e: atom 1 (Re): -0.25, atom 2 (C): -1.14, atom 3 (C): 0.96, atom 4 (N): -0.64, atom 5 (C): -0.85, atom 6 (C): 0.24, atom 7 (C): -0.96, atom 8 (O): -0.48, atom 9 (C): 0.70, atom 10 (C): -1.00, atom 11 (N): 0.82, atom 12 (C): 0.12, atom 13 (C): -0.59, atom 14 (C): -0.95, atom 15 (C): -0.80, atom 16 (C): -0.56, atom 17 (C): 0.48, atom 18 (I): 0.22, atom 19 (C): 0.23, atom 20 (O): -0.98, atom 21 (H): 0.43, atom 22 (H): 0.29, atom 23 (H): 0.25, atom 24 (H): 0.41, atom 25 (H): 0.47, atom 26 (H): 0.35, atom 27 (H): 0.34, atom 28 (H): 1.33, atom 29 (H): 0.58, atom 30 (H): 0.46, atom 31 (H): 0.44, atom 32 (H): 0.49, atom 33 (O): -0.53, atom 34 (S): 1.54, atom 35 (O): -0.74, atom 36 (N): 0.93, atom 37 (C): 0.80, atom 38 (C): -0.21, atom 39 (C): -1.27, atom 40 (C): -0.87, atom 41 (C): 0.57, atom 42 (C): -0.51, atom 43 (C): -1.13, atom 44 (C): 0.05, atom 45 (N): 0.25, atom 46 (C): 0.01, atom 47 (C): -0.41, atom 48 (C): 0.32, atom 49 (C): -0.80, atom 50 (C): -0.51, atom 51 (C): -0.71, atom 52 (C): -0.21, atom 53 (H): 0.32, atom 54 (H): 0.46, atom 55 (H): 0.47, atom 56 (H): 0.48, atom 57 (H): 0.47, atom 58 (H): 0.57, atom 59 (H): 0.22, atom 60 (H): 0.46, atom 61 (H): 0.42, atom 62 (H): 0.45, atom 63 (H): 0.52, atom 64 (S): -0.06, atom 65 (C): 0.34, atom 66 (C): -1.25, atom 67 (C): -0.02, atom 68 (N): 0.33, atom 69 (C): -0.47, atom 70 (C): -1.10, atom 71 (C): 0.13, atom 72 (C): -0.01, atom 73 (C): -0.41, atom 74 (N): -0.53, atom 75 (C): -0.44, atom 76 (C): -0.18, atom 77 (H): 0.46, atom 78 (H): 0.37, atom 79 (H): 0.86, atom 80 (H): 0.54, atom 81 (H): 0.46, atom 82 (H): 0.37, atom 83 (H): 0.37, atom 84 (H): 0.43


# 3
The following is a quantum chemistry calculation of the molecule C5H12N2 at a distorted geometry, from OMol25.

- LUMO level (eV) = 1.191
- orbital gap (eV) = 10.050
- SMILES = C=CCCNCN
- highest occupied orbital energy (Ha) = -0.32556

Structure (XYZ):
```
19
C5H12N2, DFT ωB97M-V/def2-TZVPD
C -0.885 -0.690 -0.360
C 0.255 -1.611 -0.808
C 1.582 -0.932 -0.500
C 2.220 -1.213 0.635
N -0.769 0.653 -0.930
C -1.322 1.685 -0.087
N -0.709 1.849 1.236
H -0.854 -0.638 0.733
H -1.896 -1.056 -0.569
H 0.236 -2.449 -0.113
H 0.184 -1.865 -1.862
H 2.111 -0.505 -1.341
H 3.006 -0.536 0.956
H 1.982 -2.072 1.250
H 0.193 0.934 -1.077
H -2.402 1.553 -0.009
H -1.207 2.656 -0.564
H -0.558 2.832 1.397
H -1.168 1.402 2.013
```

Now the Mulliken charges, all in e: atom 1 (C): -0.49, atom 2 (C): -0.71, atom 3 (C): -0.15, atom 4 (C): -0.85, atom 5 (N): -0.39, atom 6 (C): -0.65, atom 7 (N): -0.50, atom 8 (H): 0.26, atom 9 (H): 0.36, atom 10 (H): 0.35, atom 11 (H): 0.30, atom 12 (H): 0.44, atom 13 (H): 0.26, atom 14 (H): 0.25, atom 15 (H): 0.36, atom 16 (H): 0.30, atom 17 (H): 0.45, atom 18 (H): 0.21, atom 19 (H): 0.19


> What is the formula in the first record?

C79H188N12O20